No. 1
# H4O2

A 2-piece molecular cluster, H4O2 overall in a non-equilibrium geometry (the ωB97M-V functional and the def2-TZVPD basis, the Open Molecules 2025 dataset).

The calculation puts the HOMO energy at -11.08 eV. Its relative energy (zero: lowest compared OMol25 entry of this formula, charge and spin) is 0.177 eV. As for the structure (SMILES): O.O. The orbital gap comes out at 0.43453 Ha.

```
! RIJCOSX wB97M-V def2-TZVPD def2/J DEFGRID3
* xyz 0 1
O 1.305 -0.062 -0.101
H 2.200 -0.066 0.271
H 1.106 0.874 -0.023
O -1.671 0.146 -0.043
H -0.728 -0.183 -0.125
H -2.212 -0.710 0.021
*
```

No. 2
# H4O2

A 2-piece molecular cluster, H4O2 overall in a non-equilibrium geometry (the ωB97M-V functional and the def2-TZVPD basis, the Open Molecules 2025 dataset).

The calculation puts the HOMO energy at -11.15 eV. Its relative energy (zero: lowest compared OMol25 entry of this formula, charge and spin) is 0.223 eV. As for the structure (SMILES): O.O. The orbital gap comes out at 0.44467 Ha.

```
! RIJCOSX wB97M-V def2-TZVPD def2/J DEFGRID3
* xyz 0 1
O -1.713 -0.074 -0.087
H -2.175 0.757 0.101
H -1.104 -0.352 0.619
O 1.644 -0.012 0.096
H 2.017 -0.586 -0.542
H 1.814 0.872 -0.250
*
```

No. 3
# H4OS

A 2-piece molecular cluster, H4OS overall (the ωB97M-V functional and the def2-TZVPD basis, the Open Molecules 2025 dataset).

The calculation puts the HOMO energy at -9.38 eV. Its relative energy (zero: lowest compared OMol25 entry of this formula, charge and spin) is 0.021 eV. As for the structure (SMILES): O.S. The orbital gap comes out at 0.36910 Ha.

```
! RIJCOSX wB97M-V def2-TZVPD def2/J DEFGRID3
* xyz 0 1
O -1.105 -1.116 1.508
H -1.623 -0.538 2.078
H -0.971 -1.910 2.039
S 0.687 0.690 -0.949
H -0.545 0.257 -1.263
H 0.743 -0.195 0.044
*
```

No. 4
# H4S2

A 2-piece molecular cluster, H4S2 overall (the ωB97M-V functional and the def2-TZVPD basis, the Open Molecules 2025 dataset).

The calculation puts the HOMO energy at -9.90 eV. Its relative energy (zero: lowest compared OMol25 entry of this formula, charge and spin) is 0.038 eV. As for the structure (SMILES): S.S. The orbital gap comes out at 0.39090 Ha.

```
! RIJCOSX wB97M-V def2-TZVPD def2/J DEFGRID3
* xyz 0 1
S -3.577 -1.575 -0.104
H -2.652 -1.192 0.796
H -4.496 -0.733 0.405
S -0.073 -2.550 3.108
H -0.292 -3.195 4.269
H -1.320 -2.806 2.671
*
```